# C15H15F5O15

5 unconnected molecules or ions with the total composition C15H15F5O15 at a distorted geometry (ωB97M-V/def2-TZVPD, the Open Molecules 2025 dataset).

The geometry in XYZ format:
```
50
Properties=species:S:1:pos:R:3:forces:R:3
O -10.6725 -1.8309 1.9829 1.7489 0.0414 -0.5779
C -9.5163 -1.7281 1.6496 -2.9599 -0.1773 -1.4561
O -8.5203 -1.3140 2.3530 2.4416 -0.0928 1.7908
C -7.3733 -1.8347 1.6518 2.5347 1.6640 0.7848
C -7.6573 -1.5496 0.2059 -2.0770 -0.5006 2.0981
F -7.0092 -2.4022 -0.5822 0.0355 -0.1994 -0.5817
O -9.0295 -1.9647 0.3996 -1.9518 -0.5044 -2.7094
H -6.4849 -1.3305 2.0320 -0.0900 -0.2048 0.2536
H -7.2895 -2.9199 1.7093 -0.0529 0.0494 0.3694
H -7.6725 -0.5354 -0.1932 0.3968 -0.0781 0.0237
O -1.0964 -5.2568 2.3042 3.7381 -0.7278 0.2620
C 0.0564 -5.6058 2.0259 -4.7056 0.3423 -1.7719
O 0.5588 -6.8055 2.1631 0.5424 -2.0277 0.7153
C 1.7577 -6.9966 1.3818 0.5600 1.3310 0.8172
C 2.0865 -5.5076 0.9421 -0.3248 -2.7268 3.0841
F 2.6490 -5.4707 -0.2567 -0.7299 0.5391 -1.2648
O 0.8021 -4.9472 1.1404 1.4077 2.7064 -1.5207
H 2.4759 -7.3969 2.0974 0.2089 0.0204 -0.3463
H 1.6668 -7.6670 0.5272 -0.5681 0.0876 0.0661
H 2.8056 -5.0823 1.6421 -0.1273 0.4588 -0.0330
O -0.2508 6.4750 -3.7424 -4.1883 2.0845 -0.6709
C -1.4591 6.7415 -3.8951 3.8478 -1.4567 2.4110
O -2.2033 7.8285 -3.5325 2.9054 2.2325 0.4496
C -3.3533 7.8738 -4.3023 -1.0874 0.7850 0.4392
C -3.5857 6.4610 -4.4819 0.3501 -3.7829 -0.5722
F -3.8098 6.1737 -5.7868 -0.7203 -0.2079 -0.3042
O -2.3437 5.8118 -4.1590 -1.1204 -0.8963 -1.4664
H -4.2113 8.2312 -3.7330 0.4069 0.7997 0.0109
H -3.2375 8.3618 -5.2701 0.0965 0.2557 0.1466
H -4.2922 5.9649 -3.8163 -0.4770 0.1743 -0.4376
O -1.8645 0.4369 -0.1961 5.7513 1.8131 0.2691
C -0.6290 0.7657 -0.1945 -6.0192 -1.7894 -1.0474
O -0.0505 1.5223 -1.1532 -1.1932 -0.4152 1.6583
C 1.3376 1.3960 -0.9598 0.3933 0.1913 0.3492
C 1.5812 0.8087 0.4432 -1.1577 0.2115 -1.6132
F 1.9550 1.7426 1.3600 -0.6061 -0.3417 -0.0111
O 0.2631 0.2557 0.6703 1.3253 0.3809 0.8769
H 1.5801 0.5903 -1.6527 1.1080 0.6976 -0.4301
H 1.7169 2.4168 -1.0069 0.7527 -0.4603 -0.6776
H 2.3663 0.0560 0.3714 -0.3873 -0.2713 0.6307
O 6.7667 -1.0309 3.5380 -0.0202 0.5812 -0.3516
C 7.6397 -0.6439 2.8390 0.0386 -1.0696 -1.0406
O 7.5529 -0.3205 1.4904 0.3974 -0.9374 0.9920
C 8.9070 -0.1490 0.9939 -1.6885 1.9149 -0.7458
C 9.6707 0.0514 2.2551 1.0134 -1.2278 -0.5557
F 9.6620 1.3011 2.6797 0.4218 2.6449 -0.0486
O 8.9508 -0.6169 3.2108 -0.3166 -1.1299 0.6487
H 9.2916 -0.8684 0.2710 -0.4018 -0.6468 0.5623
H 8.8102 0.7907 0.4501 0.5307 0.1060 -0.0728
H 10.7015 -0.2813 2.1333 0.0177 -0.2411 0.5979
```
Forces are in eV/Å.

## Properties
- Kohn-Sham gap: 10.96 eV
- Energy above the lowest of the compared OMol25 structures with the same formula, charge and spin: 398.8 kJ/mol
- Maximum force: 6.37 eV Å⁻¹
- 2S+1: 1
- SMILES: O=C1OC[C@@H](F)O1.O=C1OC[C@@H](F)O1.O=C1OC[C@@H](F)O1.O=C1OC[C@@H](F)O1.O=C1OC[C@@H](F)O1